DFT (wB97M-V/def2-TZVPD) results for C32H39AuCl2N2P as an isolated structure.

Summary:
LUMO level (alpha / beta) = -8.78 / -11.88 eV
Energy relative to the best compared isomer or geometry (same formula, charge and spin) = 0.1487 eV
E = -2748.74038 a.u.
HOMO level (alpha / beta) = -16.98 / -17.60 eV
Total charge = +3
Frontier orbital gap (alpha / beta) = 8.20 / 5.73 eV
Spin multiplicity = 3

Last column: Löwdin charge in e.
Atoms and positions in Å:
Au (1.784, -0.115, 0.468)  0.861
C (-2.331, -5.981, 0.645)  -0.046
C (-2.825, -4.547, 0.834)  -0.553
C (-3.434, -4.403, 2.240)  -0.017
C (-3.889, -4.234, -0.232)  -0.020
C (-1.699, -3.540, 0.706)  -0.098
C (-0.369, -3.904, 0.486)  0.051
C (0.607, -2.934, 0.396)  -0.078
N (0.316, -1.636, 0.512)  -0.047
C (-0.957, -1.235, 0.726)  -0.173
C (-1.965, -2.168, 0.822)  0.082
C (-1.149, 0.225, 0.855)  -0.167
C (-2.354, 0.846, 1.092)  0.083
C (-2.446, 2.242, 1.198)  -0.098
C (-1.262, 2.964, 1.050)  0.053
C (-0.072, 2.303, 0.816)  -0.068
N (-0.033, 0.975, 0.725)  -0.015
C (-3.790, 2.897, 1.456)  -0.553
C (-4.365, 2.347, 2.772)  -0.018
C (-3.673, 4.417, 1.557)  -0.047
C (-4.725, 2.538, 0.286)  -0.019
H (-3.177, -6.661, 0.738)  0.104
H (-1.604, -6.269, 1.406)  0.097
H (-1.898, -6.139, -0.344)  0.097
H (-4.243, -5.124, 2.351)  0.105
H (-3.855, -3.410, 2.409)  0.085
H (-2.696, -4.604, 3.017)  0.100
H (-4.701, -4.956, -0.144)  0.105
H (-3.479, -4.312, -1.240)  0.099
H (-4.324, -3.241, -0.108)  0.083
H (-0.080, -4.939, 0.390)  0.126
H (1.647, -3.194, 0.241)  0.124
H (-2.978, -1.838, 0.998)  0.123
H (-3.246, 0.245, 1.201)  0.124
H (-1.248, 4.041, 1.120)  0.125
H (0.864, 2.835, 0.693)  0.115
H (-3.715, 2.579, 3.616)  0.101
H (-4.524, 1.268, 2.740)  0.084
H (-5.333, 2.812, 2.957)  0.105
H (-3.031, 4.724, 2.385)  0.098
H (-4.660, 4.838, 1.742)  0.104
H (-3.302, 4.863, 0.632)  0.095
H (-4.892, 1.463, 0.206)  0.084
H (-4.331, 2.901, -0.665)  0.098
H (-5.694, 3.009, 0.448)  0.105
Cl (2.347, -0.702, 3.430)  0.589
C (3.583, 0.539, 3.355)  -0.866
Cl (3.695, 1.208, 1.664)  0.566
H (4.556, 0.117, 3.578)  0.053
H (3.323, 1.371, 3.998)  0.053
C (1.753, -0.843, -2.940)  -0.191
P (2.674, 0.297, -1.896)  0.988
C (2.277, 1.984, -2.228)  -0.381
C (2.920, 3.009, -1.509)  -0.120
C (2.604, 4.328, -1.767)  -0.035
C (1.643, 4.636, -2.728)  -0.008
C (0.991, 3.627, -3.428)  -0.026
C (1.296, 2.300, -3.178)  -0.057
C (4.394, -0.084, -1.856)  -0.375
C (5.376, 0.871, -2.169)  -0.051
C (6.707, 0.501, -2.156)  -0.016
C (7.068, -0.801, -1.816)  0.007
C (6.100, -1.751, -1.495)  -0.029
C (4.768, -1.399, -1.509)  -0.089
H (2.021, -0.668, -3.985)  0.088
H (0.683, -0.699, -2.797)  0.062
H (2.020, -1.867, -2.680)  0.057
H (3.679, 2.775, -0.772)  0.081
H (3.111, 5.120, -1.233)  0.128
H (1.407, 5.671, -2.936)  0.131
H (0.255, 3.876, -4.180)  0.129
H (0.794, 1.525, -3.741)  0.109
H (5.099, 1.873, -2.468)  0.111
H (7.467, 1.220, -2.428)  0.132
H (8.114, -1.081, -1.812)  0.134
H (6.393, -2.762, -1.246)  0.129
H (4.014, -2.141, -1.270)  0.097


DFT (wB97M-V/def2-TZVPD) results for C32H39Br57FIN3S3 as an isolated structure.

Summary:
LUMO level = -3.58 eV
E = -149717.35895 a.u.
HOMO level = -10.83 eV
Total charge = +1
Frontier orbital gap = 7.25 eV
Spin multiplicity = 1

Last column: Löwdin charge in e.
Atoms and positions in Å:
F (9.256, -3.002, 0.675)  -0.050
C (7.972, -3.326, 0.241)  -0.206
C (7.120, -2.104, 0.536)  -0.164
C (5.670, -2.195, 0.077)  -0.682
S (4.940, -3.784, 0.735)  0.820
C (5.370, -2.302, -1.437)  -0.145
C (3.833, -1.926, -1.471)  -0.174
C (3.553, -0.892, -0.337)  -0.693
I (2.163, -1.547, 1.184)  1.101
C (3.254, 0.474, -0.994)  -0.186
C (1.891, 1.092, -0.671)  -0.381
C (0.680, 0.361, -1.300)  -0.447
S (-0.769, 0.755, -0.231)  0.862
C (-1.504, -0.809, 0.238)  -1.056
S (-1.342, -1.423, 1.708)  0.695
N (-2.301, -1.446, -0.758)  -0.172
C (-3.610, -1.064, -0.922)  -0.212
C (-4.003, -1.898, -1.978)  -0.193
N (-2.985, -2.704, -2.401)  -0.029
C (-1.958, -2.402, -1.640)  -0.268
N (4.885, -0.972, 0.391)  0.032
H (7.683, -4.222, 0.789)  0.104
H (8.064, -3.554, -0.825)  0.134
H (7.128, -1.907, 1.615)  0.135
H (7.635, -1.246, 0.078)  0.135
H (5.487, -4.661, -0.124)  -0.081
H (6.040, -1.622, -1.973)  0.135
H (5.349, -3.316, -1.820)  0.107
H (3.233, -2.831, -1.406)  0.095
H (3.709, -1.559, -2.491)  0.119
H (3.379, 0.466, -2.076)  0.128
H (3.998, 1.188, -0.604)  0.093
H (1.742, 1.261, 0.395)  0.043
H (1.893, 2.092, -1.117)  0.056
H (0.469, 0.793, -2.278)  0.081
H (0.838, -0.714, -1.389)  0.052
H (-4.156, -0.339, -0.362)  -0.034
H (-4.986, -1.897, -2.407)  0.025
H (-0.965, -2.819, -1.691)  0.070
H (5.429, -0.228, -0.077)  0.177
H (4.888, -0.654, 1.366)  0.167
C (1.760, 4.652, 1.508)  -1.575
Br (1.500, 3.892, 3.256)  0.597
Br (3.283, 3.870, 0.620)  0.621
Br (0.173, 4.519, 0.425)  0.638
H (1.975, 5.703, 1.639)  -0.020
C (-5.389, -1.018, 3.773)  -1.569
Br (-5.267, -0.948, 1.854)  0.605
Br (-5.569, -2.825, 4.410)  0.553
Br (-3.894, -0.098, 4.581)  0.538
H (-6.284, -0.484, 4.062)  -0.022
C (-7.701, 0.829, -1.039)  -1.564
Br (-8.080, 0.054, 0.688)  0.567
Br (-6.057, 0.151, -1.806)  0.730
Br (-9.182, 0.638, -2.253)  0.584
H (-7.555, 1.889, -0.875)  -0.040
C (-2.204, 1.397, 8.206)  -1.597
Br (-2.785, -0.414, 8.505)  0.574
Br (-0.990, 1.995, 9.570)  0.575
Br (-1.452, 1.611, 6.442)  0.512
H (-3.080, 2.028, 8.256)  -0.023
C (-3.962, -5.569, 6.880)  -1.604
Br (-4.265, -6.286, 8.642)  0.568
Br (-2.401, -6.327, 6.043)  0.563
Br (-5.523, -5.758, 5.773)  0.525
H (-3.778, -4.509, 6.994)  -0.033
C (-0.555, -4.947, -5.507)  -1.615
Br (-0.609, -6.814, -5.043)  0.580
Br (-1.120, -3.831, -4.042)  0.731
Br (1.182, -4.436, -6.189)  0.529
H (-1.264, -4.798, -6.309)  -0.029
C (1.893, 6.502, -2.448)  -1.625
Br (0.845, 7.617, -3.609)  0.603
Br (2.431, 4.870, -3.326)  0.552
Br (3.400, 7.445, -1.721)  0.538
H (1.262, 6.220, -1.616)  -0.097
C (-9.963, -5.488, 5.189)  -1.628
Br (-9.406, -3.772, 4.515)  0.557
Br (-9.118, -5.899, 6.871)  0.554
Br (-11.876, -5.626, 5.305)  0.561
H (-9.631, -6.231, 4.477)  -0.027
C (3.496, 10.662, -4.121)  -1.665
Br (4.794, 11.329, -5.376)  0.571
Br (3.944, 11.148, -2.313)  0.554
Br (1.710, 11.211, -4.581)  0.561
H (3.522, 9.581, -4.179)  -0.077
C (-14.432, -7.276, 8.028)  -1.640
Br (-15.481, -6.206, 6.816)  0.560
Br (-13.799, -8.887, 7.186)  0.566
Br (-12.989, -6.262, 8.793)  0.545
H (-15.082, -7.573, 8.838)  -0.031
C (1.447, -1.792, 5.266)  -1.593
Br (1.979, -0.069, 4.568)  0.476
Br (2.297, -2.171, 6.952)  0.570
Br (-0.465, -1.963, 5.370)  0.553
H (1.794, -2.539, 4.564)  -0.041
C (7.630, 7.080, -3.018)  -1.624
Br (9.022, 8.027, -2.091)  0.595
Br (6.587, 5.996, -1.807)  0.518
Br (6.530, 8.274, -4.052)  0.571
H (8.110, 6.406, -3.713)  -0.030
C (-5.600, 3.977, -3.969)  -1.651
Br (-5.032, 5.742, -4.477)  0.572
Br (-4.861, 3.462, -2.266)  0.559
Br (-7.515, 3.800, -3.995)  0.586
H (-5.209, 3.292, -4.705)  -0.117
C (-5.106, 4.244, -8.323)  -1.628
Br (-4.160, 3.035, -7.153)  0.607
Br (-4.247, 5.963, -8.395)  0.554
Br (-5.352, 3.489, -10.073)  0.597
H (-6.089, 4.395, -7.898)  -0.026
C (-1.727, 8.953, -9.945)  -1.660
Br (-0.363, 9.851, -10.962)  0.582
Br (-1.492, 9.213, -8.049)  0.547
Br (-3.493, 9.459, -10.515)  0.566
H (-1.622, 7.894, -10.135)  -0.037
C (12.465, -2.145, -1.143)  -1.659
Br (11.307, -1.160, -2.331)  0.536
Br (13.021, -3.813, -1.923)  0.580
Br (13.964, -1.084, -0.577)  0.588
H (11.887, -2.381, -0.261)  -0.048
C (2.341, 3.300, 7.277)  -1.638
Br (2.206, 1.489, 7.905)  0.513
Br (1.932, 4.571, 8.661)  0.589
Br (4.056, 3.647, 6.468)  0.559
H (1.595, 3.423, 6.504)  -0.062
C (0.793, -7.207, 8.711)  -1.630
Br (1.223, -5.474, 7.987)  0.528
Br (-0.972, -7.224, 9.473)  0.546
Br (1.021, -8.601, 7.402)  0.571
H (1.492, -7.403, 9.511)  -0.030
C (2.531, -4.871, -10.344)  -1.659
Br (2.703, -4.641, -12.245)  0.582
Br (2.465, -6.729, -9.849)  0.566
Br (3.916, -3.931, -9.387)  0.541
H (1.589, -4.429, -10.052)  -0.036


DFT (wB97M-V/def2-TZVPD) results for C32H39N6O3P2RuS3 as an isolated structure.

Summary:
LUMO level (alpha / beta) = -0.72 / -0.23 eV
Energy relative to the best compared isomer or geometry (same formula, charge and spin) = 2.1968 eV
E = -3769.22416 a.u.
HOMO level (alpha / beta) = -7.21 / -7.16 eV
Total charge = 0
Frontier orbital gap (alpha / beta) = 6.49 / 6.93 eV
Spin multiplicity = 2

Last column: Löwdin charge in e.
Atoms and positions in Å:
Ru (0.573, 0.391, 1.005)  0.814
C (-1.702, -3.193, -0.655)  -0.017
C (-0.598, -2.365, -0.053)  -0.229
N (-0.716, -1.056, -0.062)  -0.061
N (-1.739, -0.506, -0.704)  -0.091
C (-2.131, 0.701, -0.453)  -1.112
S (-1.566, 1.796, 0.739)  0.630
S (-3.508, 1.310, -1.370)  0.895
C (-4.690, -0.112, -1.239)  -0.383
C (-5.222, -0.236, 0.150)  -0.297
C (-4.510, -0.912, 1.135)  -0.048
C (-5.001, -1.003, 2.425)  -0.082
C (-6.220, -0.434, 2.747)  -0.095
C (-6.931, 0.252, 1.778)  -0.085
C (-6.433, 0.358, 0.492)  -0.046
C (0.569, -3.050, 0.452)  -0.139
C (0.931, -4.271, -0.134)  -0.053
C (2.036, -4.989, 0.273)  -0.109
C (2.807, -4.526, 1.336)  -0.103
C (2.467, -3.358, 1.968)  -0.039
C (1.357, -2.572, 1.561)  -0.402
O (1.076, -1.522, 2.232)  -0.236
H (-2.644, -2.656, -0.583)  0.047
H (-1.791, -4.157, -0.162)  0.089
H (-1.501, -3.340, -1.718)  0.099
H (-4.144, -0.989, -1.580)  0.067
H (-5.483, 0.132, -1.944)  0.075
H (-3.558, -1.363, 0.900)  0.087
H (-4.422, -1.515, 3.180)  0.099
H (-6.613, -0.524, 3.749)  0.099
H (-7.874, 0.716, 2.027)  0.101
H (-6.986, 0.910, -0.254)  0.112
H (0.363, -4.637, -0.975)  0.106
H (2.321, -5.893, -0.243)  0.095
H (3.683, -5.073, 1.653)  0.102
H (3.053, -2.988, 2.797)  0.105
N (-0.535, 2.017, -7.472)  0.099
C (-0.155, 2.145, -6.156)  -0.327
C (1.174, 2.437, -5.830)  -0.027
C (1.542, 2.633, -4.516)  -0.077
C (0.589, 2.539, -3.520)  -0.297
C (-0.730, 2.251, -3.817)  -0.053
C (-1.101, 2.056, -5.133)  -0.023
S (1.071, 2.752, -1.817)  0.610
O (0.083, 3.533, -1.125)  -0.361
O (2.431, 3.239, -1.755)  -0.326
N (1.014, 1.257, -1.117)  -0.156
C (1.885, 0.381, -1.579)  -0.523
N (2.496, 0.588, -2.754)  0.123
C (3.397, -0.283, -3.139)  -0.118
C (3.716, -1.413, -2.396)  -0.050
C (3.004, -1.578, -1.218)  -0.133
N (2.107, -0.706, -0.801)  0.073
H (0.190, 1.838, -8.146)  0.090
H (-1.415, 1.566, -7.656)  0.090
H (1.903, 2.516, -6.623)  0.106
H (2.558, 2.859, -4.235)  0.108
H (-1.452, 2.202, -3.018)  0.065
H (-2.130, 1.847, -5.381)  0.108
H (3.883, -0.062, -4.081)  0.112
H (4.464, -2.113, -2.728)  0.093
H (3.172, -2.435, -0.580)  0.099
C (-1.238, 1.941, 4.153)  -0.285
P (0.004, 0.751, 3.513)  0.834
C (-0.258, -0.616, 4.710)  -0.238
C (1.543, 1.588, 4.132)  -0.405
C (2.825, 1.040, 3.519)  -0.407
P (2.823, 1.137, 1.664)  0.840
C (3.229, 2.883, 1.301)  -0.239
C (4.419, 0.288, 1.336)  -0.225
H (-1.105, 2.079, 5.225)  0.049
H (-2.233, 1.548, 3.952)  0.036
H (-1.144, 2.894, 3.637)  0.036
H (-0.220, -0.243, 5.732)  0.049
H (0.485, -1.392, 4.557)  0.031
H (-1.241, -1.042, 4.513)  0.045
H (1.576, 1.502, 5.222)  0.086
H (1.432, 2.646, 3.872)  0.078
H (2.927, -0.022, 3.761)  0.074
H (3.699, 1.570, 3.916)  0.087
H (4.143, 3.205, 1.799)  0.049
H (2.394, 3.516, 1.602)  0.049
H (3.334, 2.988, 0.217)  0.017
H (5.212, 0.712, 1.954)  0.054
H (4.674, 0.403, 0.284)  0.044
H (4.302, -0.772, 1.559)  0.036